Molecular formula: C23H26N2O6
Method: DFT, ωB97M-V/def2-TZVPD

Computed properties:
SMILES string = CCCCOc1ccc(C(=O)N/C(=C\c2cccc([N+](=O)[O-])c2)C(=O)OC(C)C)cc1
HOMO-LUMO gap = 7.95 eV
LUMO = -0.6 eV
Calculated total energy = -1452.9226 a.u.

```
! wB97M-V def2-TZVPD RIJCOSX def2/J DEFGRID3
* xyz 0 1
C 0.07041 3.57510 -5.66257
C 1.22987 4.40334 -5.11857
C 1.34600 4.33833 -3.59558
C 1.88166 2.99336 -3.11562
O 1.76668 2.96037 -1.69935
C 1.84611 1.76854 -1.07220
C 1.48624 1.75621 0.28039
C 1.41076 0.57167 0.97611
C 1.70398 -0.63236 0.33869
C 1.59940 -1.95219 0.99528
O 2.42871 -2.82378 0.83937
N 0.52416 -2.22296 1.81722
C -0.62138 -1.58849 2.24981
C -1.42193 -0.65715 1.68955
C -1.38466 -0.00402 0.39602
C -1.89507 1.29642 0.29671
C -1.87894 1.99169 -0.89758
C -1.35746 1.40224 -2.03349
C -0.88984 0.09586 -1.95002
N -0.33520 -0.51983 -3.12561
O -0.16619 -1.71777 -3.11850
O -0.05140 0.21162 -4.05491
C -0.91087 -0.61855 -0.76140
C -1.02243 -2.15873 3.58983
O -0.45724 -3.12497 4.04735
O -2.01990 -1.50212 4.16070
C -2.53745 -1.93601 5.43921
C -3.13412 -3.33539 5.35032
C -1.48080 -1.82700 6.53212
C 2.18405 -0.60515 -0.96792
C 2.24624 0.57704 -1.67676
H -0.87147 3.92223 -5.24204
H 0.01543 3.67445 -6.74391
H 0.18741 2.52047 -5.42793
H 1.08541 5.44557 -5.41085
H 2.16546 4.06143 -5.56569
H 0.36601 4.50091 -3.14266
H 2.01084 5.12609 -3.23745
H 1.29823 2.17758 -3.55524
H 2.93252 2.87499 -3.41076
H 1.24736 2.69611 0.75205
H 1.12467 0.57939 2.01708
H 0.68528 -3.07402 2.36345
H -2.22454 -0.31430 2.32852
H -2.29033 1.76944 1.18339
H -2.26733 2.99717 -0.94287
H -1.32065 1.92289 -2.97749
H -0.57009 -1.64168 -0.75333
H -3.33437 -1.20512 5.62153
H -2.35097 -4.07148 5.19137
H -3.65141 -3.56492 6.27741
H -3.84400 -3.39026 4.52787
H -0.69395 -2.55893 6.37218
H -1.94265 -2.01053 7.49791
H -1.04320 -0.83106 6.53487
H 2.47466 -1.53465 -1.43358
H 2.59998 0.56411 -2.69524
*
```